Entry 1:
Molecular formula: C56H52Cl5MnN4P2
Method: DFT, ωB97M-V/def2-TZVPD

Values from the calculation:
Gap between HOMO and LUMO (alpha / beta) = 0.1603 / 0.2155 Eh
Energy = -6518.38574 a.u.
HOMO (alpha / beta) = -12.2 / -12.2 eV

Geometry as ORCA input:
```
! wB97M-V def2-TZVPD RIJCOSX def2/J DEFGRID3
* xyz 2 5
Mn 0.887 1.201 0.689
C 1.296 2.966 4.179
C 0.943 1.659 4.834
C 0.341 1.684 6.082
C 0.023 0.516 6.756
C 0.335 -0.695 6.177
C 0.956 -0.773 4.931
C 1.258 -2.169 4.423
C 1.248 0.422 4.245
N 1.791 0.362 2.919
C 2.882 -0.240 2.696
C 3.829 -0.728 3.755
C 3.254 -0.476 1.245
C 4.482 -1.264 0.967
N 2.470 -0.073 0.315
C 2.806 -0.401 -1.075
C 3.629 0.420 -1.863
C 4.204 1.727 -1.391
C 3.921 0.008 -3.158
C 3.419 -1.173 -3.677
C 2.659 -1.998 -2.868
C 2.371 -1.644 -1.556
C 1.681 -2.646 -0.670
H 1.094 3.793 4.857
H 0.710 3.127 3.271
H 2.354 3.005 3.906
H 0.125 2.646 6.535
H -0.452 0.553 7.729
H 0.111 -1.621 6.699
H 0.361 -2.788 4.496
H 2.017 -2.638 5.054
H 1.611 -2.204 3.396
H 3.465 -0.460 4.742
H 4.809 -0.270 3.610
H 3.970 -1.810 3.713
H 4.423 -2.235 1.470
H 5.352 -0.746 1.382
H 4.636 -1.422 -0.095
H 3.426 2.488 -1.321
H 4.952 2.084 -2.095
H 4.682 1.633 -0.417
H 4.568 0.635 -3.763
H 3.648 -1.464 -4.695
H 2.306 -2.953 -3.236
H 1.785 -3.638 -1.096
H 0.617 -2.433 -0.581
H 2.117 -2.663 0.335
Cl 4.672 2.113 2.035
C 3.501 3.190 1.358
C 2.230 2.770 0.993
C 1.373 3.767 0.599
Cl -0.270 3.178 0.426
C 1.665 5.104 0.456
Cl 0.461 6.210 -0.032
C 2.966 5.492 0.752
Cl 3.422 7.122 0.580
C 3.875 4.536 1.224
Cl 5.453 5.032 1.644
C -1.254 -0.633 -2.902
P -0.910 0.551 -1.492
C -0.274 1.914 -2.565
C 0.927 1.561 -3.186
C 1.627 2.464 -3.973
C 1.129 3.746 -4.163
C -0.071 4.105 -3.565
C -0.763 3.205 -2.764
C -2.634 0.880 -0.959
C -3.491 1.834 -1.511
C -4.804 1.938 -1.071
C -5.284 1.085 -0.088
C -4.455 0.099 0.426
C -3.141 -0.004 -0.007
P -1.256 -2.486 -2.748
C -2.025 -2.897 -4.356
C -2.422 -4.226 -4.517
C -3.013 -4.648 -5.696
C -3.206 -3.750 -6.740
C -2.797 -2.436 -6.597
C -2.202 -2.010 -5.412
C -2.690 -2.855 -1.657
C -2.487 -3.664 -0.542
C -3.560 -4.053 0.257
C -4.846 -3.640 -0.063
C -5.060 -2.852 -1.189
C -3.991 -2.466 -1.982
H -0.495 -0.435 -3.655
H -2.214 -0.299 -3.292
H 1.309 0.552 -3.070
H 2.555 2.160 -4.445
H 1.667 4.456 -4.779
H -0.479 5.097 -3.722
H -1.664 3.551 -2.283
H -3.173 2.477 -2.317
H -5.457 2.678 -1.517
H -6.306 1.177 0.262
H -4.834 -0.605 1.158
H -2.514 -0.805 0.364
H -2.272 -4.934 -3.707
H -3.320 -5.682 -5.805
H -3.666 -4.078 -7.664
H -2.940 -1.733 -7.409
H -1.878 -0.977 -5.335
H -1.490 -4.023 -0.314
H -3.392 -4.705 1.107
H -5.685 -3.954 0.547
H -6.069 -2.553 -1.458
H -4.174 -1.877 -2.876
N -0.461 -1.665 1.751
C -1.189 -0.701 2.391
C -2.239 -1.070 3.238
C -3.002 -0.092 3.823
C -2.709 1.245 3.560
C -1.671 1.522 2.712
N -0.904 0.582 2.115
H -0.541 -2.621 2.052
H 0.404 -1.397 1.346
H -2.440 -2.123 3.405
H -3.826 -0.357 4.475
H -3.272 2.051 4.012
H -1.422 2.554 2.510
*
```



Entry 2:
Molecular formula: C43H38Cl3IN4O3P2TeTl
Method: DFT, ωB97M-V/def2-TZVPD

Values from the calculation:
Gap between HOMO and LUMO = 0.2516 Eh
ΔE to the lowest compared entry with this formula, charge and spin = 28.2 kcal per mole
Energy = -4907.60059 a.u.
HOMO = -4.8 eV

Geometry as ORCA input:
```
! wB97M-V def2-TZVPD RIJCOSX def2/J DEFGRID3
* xyz -1 1
Tl 11.831 13.255 11.771
O 10.947 15.562 13.057
C 11.759 16.574 12.516
C 10.924 17.480 11.614
C 10.102 16.769 10.552
C 10.926 15.957 9.594
C 12.222 16.276 9.235
C 12.798 15.505 8.257
C 12.155 14.517 7.609
C 10.860 14.200 8.061
N 10.268 14.899 9.063
H 10.977 15.462 14.012
H 12.611 16.154 11.970
H 12.114 17.193 13.340
H 11.537 18.234 11.122
H 10.204 18.089 12.278
H 9.443 17.554 9.971
H 9.375 16.073 10.936
H 12.760 17.203 9.647
H 13.828 15.786 8.113
H 12.665 14.029 6.801
H 10.203 13.475 7.568
Te 13.179 10.170 16.455
C 12.785 11.148 18.323
C 13.778 11.908 18.834
C 13.521 12.588 20.026
N 12.392 12.541 20.708
C 11.399 11.889 20.120
C 11.545 11.112 18.929
C 12.340 11.527 15.051
P 12.964 13.100 14.714
C 14.693 13.114 15.158
C 15.288 13.817 16.200
C 16.600 13.618 16.543
C 17.416 12.815 15.779
C 16.878 12.227 14.606
C 15.532 12.378 14.298
C 12.312 14.347 15.981
C 11.607 14.002 17.140
C 11.134 15.042 17.931
C 11.448 16.344 17.692
C 12.189 16.708 16.576
C 12.632 15.676 15.716
P 10.777 11.378 14.245
C 10.533 9.819 13.410
C 9.270 9.413 12.873
C 9.272 8.448 11.893
C 10.450 7.758 11.565
C 11.695 8.082 12.171
C 11.698 9.126 12.995
C 9.493 11.243 15.551
C 8.651 12.264 15.918
C 7.697 12.118 16.918
C 7.601 10.916 17.693
C 8.455 9.929 17.375
C 9.336 10.047 16.287
H 14.726 12.032 18.359
H 14.315 13.214 20.464
H 10.397 11.911 20.624
H 10.584 10.784 18.532
H 14.605 14.491 16.865
H 17.057 14.122 17.370
H 18.442 12.544 16.036
H 17.518 11.601 13.960
H 15.132 11.945 13.436
H 11.397 13.017 17.428
H 10.550 14.717 18.797
H 11.068 17.173 18.360
H 12.478 17.689 16.315
H 13.248 15.909 14.851
H 8.273 9.979 13.141
H 8.390 8.132 11.371
H 10.461 7.029 10.787
H 12.544 7.479 11.885
H 12.689 9.459 13.387
H 8.674 13.281 15.449
H 7.140 13.015 17.173
H 6.831 10.805 18.411
H 8.526 8.979 17.947
H 9.961 9.210 16.148
I 17.433 14.240 7.179
C 16.442 13.285 8.752
C 15.369 12.511 8.462
N 14.843 12.135 9.646
N 15.422 12.694 10.694
C 16.407 13.416 10.179
H 14.952 12.142 7.540
H 13.936 11.589 9.732
H 16.996 13.973 10.812
Cl 9.750 10.602 6.556
C 10.588 10.329 8.091
Cl 9.490 10.708 9.324
Cl 11.020 8.586 8.184
C 12.076 11.066 8.259
O 12.588 11.471 7.218
O 12.497 10.920 9.429
*
```



Entry 3:
Molecular formula: C27H37FNO32PS
Method: DFT, ωB97M-V/def2-TZVPD

Values from the calculation:
Gap between HOMO and LUMO = 0.3007 Eh
Energy = -4352.77297 a.u.
HOMO = -10.5 eV

Geometry as ORCA input:
```
! wB97M-V def2-TZVPD RIJCOSX def2/J DEFGRID3
* xyz 0 1
O -2.933 2.832 -3.466
C -3.940 1.920 -3.497
F -5.144 2.280 -2.671
N -3.824 0.601 -4.273
C -3.597 -0.557 -3.302
O -3.853 -1.805 -3.701
O -3.122 -0.379 -1.893
S -1.650 -1.238 -1.849
O -1.923 -2.416 -0.835
O -0.383 -0.353 -1.129
C -0.317 1.033 -1.619
P 0.768 1.298 -3.167
O 1.879 2.396 -2.780
O 1.620 -0.116 -3.722
O -0.164 1.983 -4.510
H -3.005 0.615 -4.927
H 0.180 1.668 -0.738
H -1.352 1.538 -1.828
H 0.978 -0.591 -4.354
H -0.956 1.363 -4.627
C -5.582 -1.515 -0.249
C -6.878 -1.375 -0.979
O -7.845 -1.551 0.038
C -7.241 -1.235 1.220
O -7.827 -1.113 2.283
O -5.895 -1.072 1.058
H -4.788 -0.903 -0.686
H -5.241 -2.555 -0.197
H -7.004 -0.380 -1.419
H -6.997 -2.127 -1.764
C -1.532 -0.576 3.982
C -2.296 -1.410 3.005
O -2.471 -0.541 1.902
C -1.475 0.391 1.969
O -1.221 1.192 1.085
O -0.801 0.308 3.153
H -0.858 -1.173 4.602
H -2.188 0.012 4.633
H -1.733 -2.290 2.676
H -3.262 -1.734 3.400
C 1.350 -2.249 8.156
C 0.275 -1.219 8.278
O -0.644 -1.586 7.268
C -0.456 -2.916 7.025
O -1.192 -3.601 6.334
O 0.661 -3.380 7.656
H 1.821 -2.476 9.116
H 2.126 -1.962 7.438
H -0.231 -1.256 9.248
H 0.650 -0.205 8.112
C 1.775 5.534 -6.085
C 2.312 4.193 -6.465
O 1.518 3.828 -7.578
C 1.040 4.986 -8.121
O 0.459 5.056 -9.191
O 1.299 6.054 -7.312
H 2.544 6.186 -5.660
H 0.939 5.466 -5.381
H 3.361 4.235 -6.778
H 2.211 3.460 -5.660
C -4.908 -5.694 -3.558
C -4.657 -4.488 -2.712
O -5.856 -4.353 -1.973
C -6.440 -5.587 -1.936
O -7.400 -5.873 -1.241
O -5.809 -6.457 -2.777
H -3.994 -6.260 -3.759
H -5.389 -5.445 -4.510
H -3.825 -4.633 -2.015
H -4.467 -3.593 -3.311
C 6.061 -1.465 6.760
C 6.313 -0.259 7.606
O 5.114 -0.124 8.345
C 4.530 -1.358 8.382
O 3.569 -1.644 9.078
O 5.161 -2.228 7.541
H 6.975 -2.031 6.559
H 5.580 -1.216 5.809
H 7.144 -0.404 8.304
H 6.503 0.636 7.008
C 2.058 2.021 6.509
C 3.142 2.429 5.564
O 3.770 1.204 5.240
C 2.852 0.217 5.457
O 2.999 -0.946 5.120
O 1.749 0.702 6.098
H 1.178 2.665 6.437
H 2.398 1.996 7.549
H 2.748 2.879 4.646
H 3.854 3.122 6.022
C 7.058 2.429 -8.925
C 5.762 2.569 -9.656
O 4.794 2.393 -8.639
C 5.399 2.709 -7.456
O 4.812 2.831 -6.394
O 6.744 2.872 -7.619
H 7.851 3.041 -9.363
H 7.398 1.389 -8.874
H 5.635 3.564 -10.095
H 5.642 1.817 -10.440
*
```



Entry 4:
Molecular formula: C3H5NO
Method: DFT, ωB97M-V/def2-TZVPD

Values from the calculation:
Gap between HOMO and LUMO = 0.3389 Eh
ΔE to the lowest compared entry with this formula, charge and spin = 32.5 kcal per mole
Energy = -247.25543 a.u.
HOMO = -8.6 eV

Geometry as ORCA input:
```
! wB97M-V def2-TZVPD RIJCOSX def2/J DEFGRID3
* xyz 0 1
C 0.118 0.599 0.113
C -0.325 -0.592 -0.394
C 0.411 -1.715 0.187
H -0.124 2.573 0.567
H -1.039 1.983 -0.985
H 0.871 0.525 0.988
H -1.146 -0.853 -0.992
H 0.006 -2.720 0.044
N -0.262 1.811 -0.288
O 1.491 -1.612 0.760
*
```



Entry 5:
Molecular formula: C20H29BeClNP
Method: DFT, ωB97M-V/def2-TZVPD

Values from the calculation:
Gap between HOMO and LUMO = 0.2233 Eh
ΔE to the lowest compared entry with this formula, charge and spin = 0.0 kcal per mole
Energy = -1650.45756 a.u.
HOMO = -5.8 eV

Geometry as ORCA input:
```
! wB97M-V def2-TZVPD RIJCOSX def2/J DEFGRID3
* xyz 0 1
C 0.664 3.229 -2.705
C -0.662 2.797 -2.585
C -0.955 1.596 -1.910
C 0.063 0.880 -1.312
C 1.375 1.323 -1.411
C 1.682 2.509 -2.089
C -2.386 1.138 -1.871
C -2.704 -0.316 -1.464
N -1.516 -1.254 -1.441
Be -0.188 -0.774 -0.773
C 2.468 0.536 -0.764
P 1.883 -1.341 -0.264
H -1.463 3.373 -3.040
H 2.720 2.844 -2.150
H 0.895 4.112 -3.284
H 2.800 1.040 0.158
H 3.355 0.424 -1.412
H -2.949 1.795 -1.180
H -2.858 1.327 -2.854
H -3.186 -0.329 -0.475
C 2.951 -1.152 1.241
C 2.786 -2.097 -1.698
H -3.412 -0.757 -2.177
C -1.079 -1.515 -2.846
C -1.963 -2.492 -0.762
H 1.345 -2.637 0.218
H -1.884 -2.066 -3.359
H -0.893 -0.578 -3.376
H -0.179 -2.142 -2.863
H -2.649 -3.030 -1.439
H -1.102 -3.125 -0.509
H -2.506 -2.234 0.160
H 3.833 -2.308 -1.452
H 2.291 -3.030 -1.992
H 2.729 -1.404 -2.541
H 4.034 -1.151 1.010
H 2.666 -0.203 1.729
H 2.717 -1.960 1.948
H -2.445 0.474 1.313
Cl 1.066 2.456 2.140
C 0.287 1.346 3.207
C 0.895 1.055 4.428
C 0.341 0.079 5.269
C -0.779 -0.639 4.840
C -1.381 -0.342 3.607
C -0.911 0.709 2.814
C -1.680 1.201 1.626
H 1.798 1.583 4.716
H 0.776 -0.097 6.252
H -1.192 -1.431 5.458
H -2.230 -0.925 3.256
H -2.242 2.125 1.847
H -1.024 1.377 0.759
*
```



Entry 6:
Molecular formula: C14H32BO8S3
Method: DFT, ωB97M-V/def2-TZVPD

Values from the calculation:
Gap between HOMO and LUMO = 0.2260 Eh
Energy = -2373.98962 a.u.
HOMO = -4.1 eV

Geometry as ORCA input:
```
! wB97M-V def2-TZVPD RIJCOSX def2/J DEFGRID3
* xyz -1 1
C 1.253 3.071 2.839
C 0.530 2.090 2.264
C 0.752 0.615 2.487
B -0.055 -0.406 1.490
C 0.212 -0.153 -0.117
C 0.955 -1.305 -0.799
C 2.420 -1.387 -0.370
S 3.445 -0.320 -1.442
O 0.371 -1.811 1.867
C -0.640 -2.485 2.558
C -1.893 -1.556 2.507
O -1.527 -0.425 1.792
H 2.321 2.921 2.995
H 0.824 3.990 3.229
H -0.275 2.374 1.582
H 1.830 0.397 2.417
H 0.454 0.418 3.522
H -0.766 -0.070 -0.605
H 0.742 0.787 -0.327
H 0.461 -2.255 -0.596
H 0.936 -1.163 -1.889
H 2.792 -2.408 -0.459
H 2.532 -1.100 0.673
H 4.654 -0.821 -1.144
H -0.375 -2.700 3.604
H -0.817 -3.423 2.010
H -2.148 -1.291 3.545
H -2.709 -2.130 2.051
O -6.735 -1.417 4.305
S -6.686 -2.561 3.445
O -5.435 -3.027 2.941
O -7.685 -2.326 2.231
C -7.488 -1.112 1.455
C -6.271 -1.167 0.557
C -7.545 -3.902 4.194
H -7.445 -0.262 2.138
H -8.401 -1.022 0.870
H -5.346 -1.210 1.128
H -6.244 -0.272 -0.065
H -6.307 -2.047 -0.086
H -8.506 -3.550 4.555
H -6.922 -4.241 5.019
H -7.662 -4.693 3.458
O 4.543 4.434 -5.176
S 5.792 3.809 -5.491
O 5.897 3.002 -6.670
O 6.308 3.005 -4.235
C 5.426 2.011 -3.630
C 5.294 0.753 -4.455
C 7.074 5.016 -5.514
H 4.457 2.468 -3.432
H 5.891 1.801 -2.670
H 4.784 0.944 -5.398
H 4.715 0.028 -3.883
H 6.273 0.332 -4.687
H 7.003 5.620 -4.614
H 6.911 5.625 -6.401
H 8.031 4.505 -5.575
*
```